Molecular formula: C10H15NO2
Method: DFT, the ωB97M-V functional and the def2-TZVPD basis

Structure (XYZ):
```
28
Properties=species:S:1:pos:R:3:forces:R:3
C 2.283987 -1.013784 2.355343 1.3 -1.9 2.8
C 1.082803 1.548878 -0.235904 0.9 -0.9 2.4
C 1.817797 0.503030 0.418310 0.4 1.1 -1.6
C 0.166343 2.229847 0.594090 0.7 -2.3 -1.2
C 1.557548 0.098333 1.740961 -1.9 0.4 -1.4
C -0.213905 1.766024 1.820564 -0.9 0.2 2.4
C 0.414170 0.679388 2.370195 2.4 -1.1 0.6
O -0.490669 3.273504 0.125795 2.2 4.7 -2.0
H 1.383036 1.877413 -1.243796 -0.4 -0.1 0.6
H 2.663549 0.153261 -0.246880 -0.9 -0.2 1.4
H 0.324871 3.875334 -0.189842 -3.3 -1.4 0.6
H -0.914845 2.342328 2.500607 0.7 -0.7 -1.4
H 2.140939 -1.177426 3.496660 0.6 1.6 -1.3
H 3.367415 -1.063251 2.101549 -0.7 0.3 0.3
H 0.262069 0.306593 3.401085 -0.4 0.5 -0.7
H 1.940666 -2.036627 2.242968 -0.6 -0.2 -1.6
C -0.942723 -1.308329 -1.709226 0.7 0.6 -0.1
C -0.770947 -2.499204 -2.626160 -1.6 1.1 -1.0
C -2.341700 -0.713974 -1.533073 3.4 2.1 1.6
O -3.397931 -1.177136 -1.734729 -3.0 -2.4 -1.3
N -2.279708 0.500123 -0.896102 -4.6 -0.1 0.7
H -0.591102 -1.595405 -0.660946 -0.2 1.0 -1.4
H -0.349257 -0.540455 -2.266141 -0.1 0.0 1.6
H -0.588055 -2.110286 -3.659837 0.3 -0.6 0.8
H -3.202756 0.871365 -0.528781 1.5 -0.9 -1.0
H -1.592519 1.128871 -0.705947 2.9 1.2 0.2
H -1.807519 -2.882861 -2.719953 0.9 -1.2 0.3
H 0.078443 -3.035553 -2.210808 -0.5 -0.9 -0.6
```
Positions in Å, forces in eV/Å.

Values from the calculation:
structure (SMILES): Cc1ccc(O)cc1.CCC(N)=O
DFT total energy: -16196.737 eV
ΔE to the lowest compared entry with this formula, charge and spin: 54.3 kcal/mol
orbital gap: 9.3 eV
HOMO: -0.321 Ha

=====

Molecular formula: C3H7NO2
Method: DFT, the ωB97M-V functional and the def2-TZVPD basis

Structure (XYZ):
```
13
Properties=species:S:1:pos:R:3:forces:R:3
C 0.572343 -0.409129 0.092422 -2.5 -2.3 -3.5
C 1.338292 -0.311629 -1.302120 -3.8 1.8 3.0
C 0.592922 0.790676 0.871562 1.1 0.6 1.7
N -2.630322 -0.237525 0.714700 0.3 0.6 -1.2
O -2.463808 -0.141768 -0.491640 -1.3 -0.9 2.7
O -0.190339 -1.354409 0.363940 2.5 1.5 -0.3
H 0.897146 0.407929 -1.981082 -0.8 -0.2 -0.1
H 1.450585 -1.231849 -1.652922 0.5 -3.8 -1.9
H 2.190148 0.141109 -1.048878 3.9 1.4 0.8
H 1.123749 1.634151 0.485319 1.2 0.1 -0.1
H 0.843417 0.458570 1.871118 0.6 0.5 0.5
H -0.341272 1.214085 1.001255 -2.5 0.2 0.1
H -3.382862 -0.960212 1.076327 0.8 0.5 -1.6
```
Positions in Å, forces in eV/Å.

Values from the calculation:
structure (SMILES): CC(C)=O.N=O
DFT total energy: -8805.473 eV
ΔE to the lowest compared entry with this formula, charge and spin: 116.6 kcal/mol
orbital gap (alpha / beta): 9.1 / 9.1 eV
HOMO (alpha / beta): -0.339 / -0.339 Ha

=====

Molecular formula: C3H8N3O
Method: DFT, the ωB97M-V functional and the def2-TZVPD basis

Structure (XYZ):
```
15
Properties=species:S:1:pos:R:3:forces:R:3
C -1.739418 0.050959 0.169529 -0.8 0.2 0.1
C -1.534672 -1.182559 -0.614541 0.8 0.2 0.6
C 0.814193 -0.373663 0.610542 0.3 -0.5 0.3
N -0.384346 -0.214445 -0.310610 1.1 0.8 -0.5
N 2.197460 1.283726 -0.512505 -0.1 -0.8 -1.6
N 1.841514 0.712223 0.719800 -0.4 -1.2 0.2
O 1.351721 1.970609 0.380578 -0.8 1.3 0.4
H -2.258104 0.896104 -0.266315 0.2 0.0 -0.1
H -1.883492 -0.032719 1.240418 0.2 -0.1 0.0
H -1.468422 -2.132984 -0.102508 0.1 0.1 0.1
H -1.813098 -1.231280 -1.656452 0.1 0.1 -0.1
H 0.445898 -0.513091 1.629437 -0.1 0.0 -0.2
H 1.377785 -1.258628 0.299727 -0.2 0.1 0.0
H -0.093342 0.348247 -1.117375 -0.2 -0.1 0.1
H 3.146324 1.677500 -0.469726 -0.2 0.0 0.6
```
Positions in Å, forces in eV/Å.

Values from the calculation:
structure (SMILES): C1C[NH+]1Cn1[nH]o1
DFT total energy: -9745.901 eV
ΔE to the lowest compared entry with this formula, charge and spin: 151.3 kcal/mol
orbital gap: 11.9 eV
HOMO: -0.545 Ha
net charge: +1

=====

Molecular formula: C23H34Cl2FN3PS
Method: DFT, the ωB97M-V functional and the def2-TZVPD basis

Structure (XYZ):
```
65
Properties=species:S:1:pos:R:3:forces:R:3
C -2.262465 2.208031 2.473792 -0.2 -0.1 0.2
C -1.368518 1.306319 3.341361 0.1 -0.1 -0.6
C -0.246127 0.604012 2.530491 -0.3 0.4 0.0
Cl 1.384152 0.862512 3.183395 0.3 -0.1 0.1
C -0.457696 -0.863379 2.422495 0.0 -0.3 0.1
N -0.617814 -1.437422 1.274571 0.2 -0.2 -0.5
P -0.533681 -0.659124 -0.326519 -0.1 1.1 -1.0
S -2.107088 0.310187 -0.812940 -0.2 -0.3 0.3
C -0.896967 -2.901069 1.384767 -0.5 -0.2 0.8
C -1.882490 -3.407810 0.342655 0.1 -0.2 0.1
F -1.126337 -3.780821 -0.766088 0.1 0.0 -0.4
C -2.698450 -4.604581 0.760332 -0.4 -0.3 -0.5
C -3.689236 -4.997838 -0.351902 0.1 0.4 0.0
C -1.393510 -2.952549 2.833051 -0.1 0.1 -0.7
C -0.502875 -1.922281 3.507626 0.5 0.1 0.2
C -0.765132 -1.639267 4.989672 0.0 0.0 0.0
C 0.458567 -1.335939 5.851108 -0.1 -0.1 0.2
C 1.423203 -2.507875 5.938813 -0.2 0.1 -0.2
Cl 2.493719 -2.349017 7.338360 0.2 0.0 0.1
H -2.248910 3.226559 2.843926 0.1 0.2 -0.1
H -3.295121 1.876179 2.527944 -0.1 0.0 -0.1
H -1.986209 2.193567 1.424283 0.1 0.1 -0.1
H -0.882348 1.887418 4.114813 0.0 -0.1 0.3
H -1.988904 0.541493 3.788544 0.0 0.0 0.4
H -0.225237 1.052805 1.543094 0.0 0.0 -0.1
H -0.149550 -1.729966 -1.131626 0.1 -0.2 0.3
H 0.620417 0.115883 -0.182825 0.2 -0.3 0.2
H 0.040192 -3.449497 1.290481 0.2 0.0 -0.2
H -2.554907 -2.611957 0.020462 0.0 0.2 0.0
H -3.271363 -4.387505 1.656134 0.1 0.1 0.2
H -2.037833 -5.448696 0.944728 0.2 0.0 0.3
H -3.269761 -5.742155 -1.016574 0.0 -0.2 -0.1
H -4.623658 -5.350663 0.068109 0.0 -0.3 0.0
H -3.933808 -4.132692 -0.966673 -0.1 0.1 0.0
H -1.348232 -3.943453 3.266554 0.1 -0.1 0.1
H -2.425776 -2.599750 2.803844 -0.2 -0.1 0.4
H 0.517081 -2.331451 3.445925 0.1 0.0 0.0
H -1.210357 -2.549750 5.390603 -0.1 -0.1 0.0
H -1.503714 -0.862775 5.143326 -0.2 0.1 -0.1
H 0.985883 -0.447983 5.526123 0.1 0.2 -0.1
H 0.099935 -1.125221 6.856348 -0.1 0.0 0.1
H 2.054553 -2.569528 5.057078 0.1 -0.1 0.0
H 0.884815 -3.444386 6.052177 0.0 -0.1 0.0
N 0.858800 0.890203 -2.624961 0.0 -0.1 0.2
C 2.124396 0.750841 -3.026806 0.0 -0.1 0.0
C 3.020302 1.803598 -3.116218 0.0 0.0 0.0
C 2.583084 3.070136 -2.766202 0.0 0.1 0.1
C 1.272801 3.233544 -2.345943 0.0 -0.1 -0.1
C 0.449777 2.117784 -2.305489 0.1 0.1 0.1
H 2.427343 -0.255666 -3.292864 0.0 0.0 0.0
H 4.031895 1.636395 -3.454282 0.0 0.0 -0.1
H 3.253252 3.917040 -2.824355 0.0 0.0 0.0
H 0.891869 4.205264 -2.062955 0.0 0.0 0.0
H -0.574371 2.200265 -1.965305 -0.1 0.1 -0.1
N 3.131996 3.360750 -5.997491 -0.1 0.1 0.0
C 3.804980 4.129143 -6.851640 0.1 0.0 0.0
C 3.205439 5.042568 -7.705469 0.0 0.0 0.0
C 1.826484 5.162993 -7.677287 0.0 0.0 0.0
C 1.109404 4.366990 -6.798904 0.0 0.0 0.0
C 1.806048 3.488871 -5.983913 0.0 -0.1 0.0
H 4.882098 4.003129 -6.849982 0.0 0.0 0.0
H 3.807192 5.640600 -8.375314 0.0 0.0 0.0
H 1.319411 5.862063 -8.329221 0.0 0.0 0.0
H 0.030893 4.423468 -6.745111 0.0 0.0 0.0
H 1.278464 2.851454 -5.282128 -0.1 0.0 0.0
```
Positions in Å, forces in eV/Å.

Values from the calculation:
DFT total energy: -76753.210 eV
orbital gap: 7.2 eV
HOMO: -0.414 Ha
net charge: +1

=====

Molecular formula: C4H2N2O
Method: DFT, the ωB97M-V functional and the def2-TZVPD basis

Structure (XYZ):
```
9
Properties=species:S:1:pos:R:3:forces:R:3
N -1.899671 0.337800 0.478520 -0.1 0.0 0.0
C -0.944381 -0.587179 0.740234 0.2 0.2 0.0
O -1.159094 -1.742296 1.036207 0.1 0.4 -0.1
C 0.452583 -0.091329 0.633949 1.4 0.3 0.0
C 1.646474 0.173425 0.583627 -0.1 -1.4 0.3
C 3.309603 0.802387 0.444714 -0.4 0.1 0.0
N 3.081634 -0.359501 0.704165 -1.2 0.7 -0.1
H -1.672179 1.294823 0.265277 0.0 -0.1 0.0
H -2.869056 0.061836 0.556408 0.2 0.0 0.0
```
Positions in Å, forces in eV/Å.

Values from the calculation:
DFT total energy: -9203.358 eV
ΔE to the lowest compared entry with this formula, charge and spin: 78.0 kcal/mol
orbital gap: 10.6 eV
HOMO: -0.396 Ha

=====

Molecular formula: C5H6O
Method: DFT, the ωB97M-V functional and the def2-TZVPD basis

Structure (XYZ):
```
12
Properties=species:S:1:pos:R:3:forces:R:3
C -1.920018 0.131022 -0.561806 -0.1 0.0 -0.1
C -0.928392 -0.357137 0.455119 -0.5 0.1 0.1
C 1.237511 -0.817227 0.579823 0.4 0.2 -0.2
O 0.251659 -0.728549 -0.292077 0.3 0.4 0.5
C 2.373419 -0.138976 0.056554 0.7 0.1 0.1
C 3.195318 0.751209 0.007766 -0.1 -0.4 -0.1
H -2.742324 0.636804 -0.049974 0.0 -0.1 -0.2
H -2.290072 -0.698151 -1.168770 -0.1 0.1 0.0
H -1.416133 0.845983 -1.221618 -0.2 -0.1 0.1
H -1.248614 -1.185794 1.089838 -0.1 0.0 -0.2
H -0.629483 0.469228 1.105790 -0.2 -0.1 0.0
H 3.926557 1.524641 -0.040706 0.0 -0.1 0.0
```
Positions in Å, forces in eV/Å.

Values from the calculation:
DFT total energy: -7324.370 eV
ΔE to the lowest compared entry with this formula, charge and spin: 113.3 kcal/mol
orbital gap: 8.3 eV
HOMO: -0.313 Ha

=====

Molecular formula: C30H43BeN3O6Si
Method: DFT, the ωB97M-V functional and the def2-TZVPD basis

Structure (XYZ):
```
84
Properties=species:S:1:pos:R:3:forces:R:3
Be 11.483022 10.460235 11.091242 -0.9 1.1 0.0
C 13.446907 10.890884 15.800971 0.7 0.8 -0.1
C 12.354027 9.953638 15.427345 0.2 -0.6 -1.9
C 11.360496 9.583896 16.291585 -1.1 -0.3 0.9
C 10.424110 8.613733 15.943973 -0.4 0.6 0.2
C 10.496565 8.062418 14.685578 -0.6 -0.2 0.1
C 11.485314 8.489205 13.825333 1.9 1.4 0.0
N 12.401910 9.419730 14.174730 -0.4 -0.5 0.5
C 11.679036 7.872766 12.473404 -0.6 -1.1 0.0
C 11.928619 6.467064 12.446774 0.3 0.2 -0.9
C 11.776791 5.769836 11.241282 0.1 1.3 -0.7
C 11.452733 6.565629 10.096176 -1.0 -1.5 0.7
C 11.279344 7.952051 10.187758 1.3 -2.3 0.6
N 11.460588 8.586629 11.358908 -0.4 0.2 0.4
C 11.176024 8.750749 8.978666 -0.7 2.1 -0.4
C 10.799890 8.290832 7.712308 -0.2 -0.1 0.1
C 10.813774 9.214640 6.642992 -0.1 -0.3 0.7
C 11.189416 10.513391 6.942075 0.6 1.0 -0.3
C 11.548969 10.948731 8.246868 -0.4 -1.4 -0.4
C 12.042803 12.357217 8.439687 1.3 -0.9 -0.6
N 11.452136 10.067758 9.263353 0.4 -0.4 -1.2
H 13.372436 11.159802 16.884912 0.4 -0.4 -0.9
H 13.389170 11.838998 15.201222 0.0 -0.9 0.4
H 14.415047 10.387271 15.518369 -0.8 0.6 0.6
H 11.271964 10.104523 17.228472 0.1 0.0 0.4
H 9.557785 8.341398 16.579678 0.9 0.3 -0.2
H 9.697433 7.405002 14.399204 0.1 -0.5 -0.4
H 12.375900 5.962905 13.308186 -0.7 0.3 0.0
H 11.949746 4.669726 11.149411 -0.2 1.2 0.1
H 11.178608 6.023962 9.175660 0.5 0.5 0.4
H 10.431757 7.247542 7.578675 0.6 1.0 0.1
H 10.529538 8.904306 5.621911 0.2 0.3 0.7
H 11.297702 11.297246 6.170154 -0.3 -0.8 0.3
H 11.285419 12.907757 8.967916 -0.2 0.6 0.2
H 12.322904 12.750196 7.434535 -0.7 0.1 0.7
H 13.010486 12.347090 8.989785 -0.9 0.0 0.1
C 7.683712 9.631299 12.681506 1.4 0.7 -0.1
C 6.683450 10.352997 11.829653 -0.2 0.9 -2.1
C 6.029389 9.456207 10.766127 0.2 -1.7 0.4
C 5.631211 11.123076 12.601405 -1.5 -0.5 0.1
O 7.399144 11.330633 11.004298 -0.1 -0.4 0.6
Si 8.784130 12.123304 11.409602 1.5 -0.2 -0.3
O 10.119668 11.210054 11.385979 0.2 -0.4 -0.1
O 8.554136 12.805346 12.861803 0.2 0.1 0.3
C 8.981509 13.841044 13.794116 -0.5 -1.6 -0.4
C 9.226901 13.118170 15.111756 1.0 -0.9 0.2
C 7.736949 14.662094 13.914046 -1.1 2.2 0.4
C 10.220895 14.569104 13.317871 1.1 -0.5 -0.6
O 8.964133 13.245520 10.227337 0.3 0.6 -0.4
C 8.159434 13.911853 9.245164 -0.7 0.0 1.4
C 8.007692 12.971388 8.071929 0.3 -0.4 0.3
C 8.872036 15.203230 8.851055 0.1 0.1 -0.9
C 6.759028 14.199194 9.867162 -0.2 1.0 0.1
H 7.284370 8.933725 13.407270 -0.2 -0.5 -0.3
H 8.167324 10.418252 13.284817 0.1 -0.4 0.0
H 8.482941 9.242273 11.987146 -0.8 -0.1 1.0
H 5.736359 8.475421 11.255611 0.0 1.0 -0.6
H 6.730024 9.191889 9.926982 -0.5 0.4 0.9
H 5.145519 9.933919 10.343627 0.0 -0.1 0.0
H 5.064979 10.403848 13.223887 0.3 0.3 0.1
H 4.830034 11.558904 11.947312 1.0 -0.2 0.2
H 6.048221 11.912364 13.223862 0.1 -0.1 0.0
H 8.412571 12.429465 15.359129 -0.1 0.3 -0.1
H 9.365932 13.815894 15.936898 0.0 0.1 0.0
H 10.138398 12.471603 15.049742 -0.5 0.6 -0.1
H 6.828757 14.066367 14.151061 0.8 0.1 -0.1
H 7.511915 15.224319 12.990289 0.2 -0.4 0.1
H 7.817479 15.475220 14.682673 0.1 -0.7 -0.3
H 11.139059 13.899937 13.313820 -1.2 0.7 0.4
H 10.395276 15.468058 13.921186 0.0 -0.2 0.0
H 10.124754 14.867467 12.266608 -0.3 0.1 0.2
H 9.024539 12.670130 7.707963 -0.9 0.1 0.2
H 7.451471 13.475820 7.282944 -0.1 -0.2 -0.2
H 7.444638 12.120474 8.506228 0.4 0.1 -0.8
H 9.772052 14.932152 8.247249 -0.4 0.3 0.6
H 9.159266 15.837314 9.714395 -0.2 -0.4 -0.5
H 8.212193 15.761235 8.144253 0.4 -0.2 0.6
H 6.210595 13.310478 10.209357 0.5 0.1 -0.3
H 6.098515 14.779063 9.200744 0.3 -0.4 -0.3
H 6.829252 14.888398 10.726541 0.4 -0.4 -0.1
O 12.646104 12.418222 13.109403 0.0 -0.2 0.3
C 13.339736 11.788086 12.333483 1.1 1.5 0.4
O 12.959668 11.074805 11.356511 -0.8 -1.4 -0.9
H 14.464582 11.928209 12.379468 -0.7 -0.4 0.0
```
Positions in Å, forces in eV/Å.

Values from the calculation:
DFT total energy: -56852.438 eV
orbital gap: 7.9 eV
HOMO: -0.319 Ha

=====

Molecular formula: C5H9FN3
Method: DFT, the ωB97M-V functional and the def2-TZVPD basis

Structure (XYZ):
```
18
Properties=species:S:1:pos:R:3:forces:R:3
C 1.515664 -0.669330 0.151904 -3.6 1.9 2.2
C 0.916754 -0.462877 -1.019991 -0.4 -0.5 0.1
C 0.168118 -0.030151 1.319031 3.9 -0.9 -4.4
C 1.257983 -0.836683 -2.420437 1.7 2.3 0.0
C -1.928463 0.994826 0.731901 1.6 1.2 1.1
N -0.319757 0.145900 -0.904459 -1.9 -0.3 -0.5
N -0.738592 0.272713 0.412567 1.0 -0.8 1.2
N 0.194999 0.384038 2.586324 -1.5 0.2 -2.1
F 2.732501 -1.005949 0.431258 0.0 -0.2 0.6
H 0.707845 -1.624006 -2.772769 -2.1 -2.0 -0.6
H 1.021095 0.044392 -3.123566 1.1 -1.3 1.0
H 2.248613 -1.316825 -2.433299 0.1 1.1 -0.4
H -2.713449 0.936708 0.097193 -2.4 -1.4 -2.1
H -2.218623 0.911985 1.744224 -0.5 -1.0 1.0
H -1.759447 2.025609 0.676993 1.0 1.9 -0.2
H -1.076532 -0.291143 -1.472494 0.8 0.5 0.5
H 0.716584 -0.216617 3.154255 0.7 -0.6 1.6
H -0.725292 0.737410 2.841366 0.6 -0.1 1.0
```
Positions in Å, forces in eV/Å.

Values from the calculation:
structure (SMILES): Cc1[nH]n(C)c(=[NH2+])c1F
DFT total energy: -12508.930 eV
ΔE to the lowest compared entry with this formula, charge and spin: 56.2 kcal/mol
orbital gap: 10.1 eV
HOMO: -0.489 Ha
net charge: +1